[1]
Entry from the OMol25 dataset: C9H5Cl2I2O2ReS3 as an isolated structure (the ωB97M-V functional and the def2-TZVPD basis).

Structure (ORCA input):
```
! wB97M-V def2-TZVPD RIJCOSX def2/J DEFGRID3
* xyz 1 4
Re -0.136 1.671 -0.779
I -2.301 2.455 -2.234
C -4.121 1.331 -2.049
I -3.922 -0.576 -1.224
H -4.483 1.280 -3.069
H -4.739 1.959 -1.420
S -0.248 5.610 1.341
C -0.190 4.233 0.547
S -0.677 2.670 1.224
S 0.426 3.952 -1.083
Cl 3.094 -4.383 2.001
C 2.119 -3.145 1.303
C 0.761 -3.399 1.052
C -0.059 -2.447 0.492
Cl -1.713 -2.844 0.218
C 0.431 -1.178 0.157
O -0.370 -0.284 -0.390
C 1.798 -0.936 0.421
C 2.392 0.297 0.112
O 1.803 1.320 -0.338
C 2.640 -1.927 0.987
H 0.346 -4.367 1.301
H 3.465 0.418 0.261
H 3.683 -1.707 1.169
*
```

Results
energy above the lowest of the compared OMol25 structures with the same formula, charge and spin = 0.00 kcal per mole
HOMO level (alpha / beta) = -11.886 / -11.828 eV
gap between HOMO and LUMO (alpha / beta) = 0.253 / 0.227 hartree

=====

[2]
Entry from the OMol25 dataset: a 2-piece molecular cluster, C4H9S overall (the ωB97M-V functional and the def2-TZVPD basis).

Structure (ORCA input):
```
! wB97M-V def2-TZVPD RIJCOSX def2/J DEFGRID3
* xyz 0 2
C -1.981 -1.272 1.365
S -1.770 -1.700 -0.484
H -1.208 -0.410 1.439
H -3.027 -1.242 1.679
H -1.469 -2.122 1.870
C 0.218 1.466 -0.706
C 0.964 0.246 -0.530
C 2.262 0.134 -0.728
H -0.030 1.969 0.286
H 0.724 2.130 -1.432
H -0.833 1.305 -0.924
H 0.479 -0.672 -0.151
H 2.808 -0.767 -0.441
H 2.862 0.935 -1.244
*
```

Results
energy above the lowest of the compared OMol25 structures with the same formula, charge and spin = 16.81 kcal per mole
HOMO level (alpha / beta) = -9.338 / -8.947 eV
gap between HOMO and LUMO (alpha / beta) = 0.377 / 0.259 hartree

=====

[3]
Entry from the OMol25 dataset: one molecule with the formula C8H9N (the ωB97M-V functional and the def2-TZVPD basis).

Structure (ORCA input):
```
! wB97M-V def2-TZVPD RIJCOSX def2/J DEFGRID3
* xyz 0 1
C -0.351 0.767 1.853
C 0.145 -1.616 0.673
C 0.469 -2.155 -0.548
C 0.272 -1.402 -1.759
C 0.171 -0.033 -1.742
C -0.247 2.009 -0.057
C 0.323 0.618 -0.385
C -0.402 -0.202 0.664
H -0.647 2.821 1.726
H -0.801 0.593 2.824
H 0.237 -2.162 1.595
H 0.945 -3.126 -0.534
H 0.347 -1.887 -2.716
H 0.012 0.529 -2.650
H 0.084 2.948 -0.497
H 1.375 0.621 -0.093
H -1.474 -0.272 0.382
N -0.459 1.949 1.264
*
```

Results
energy above the lowest of the compared OMol25 structures with the same formula, charge and spin = 69.86 kcal per mole
HOMO level = -6.787 eV
gap between HOMO and LUMO = 0.285 hartree

=====

[4]
Entry from the OMol25 dataset: C43H28BrF4N6O2PTl as an isolated structure (the ωB97M-V functional and the def2-TZVPD basis).

Structure (ORCA input):
```
! wB97M-V def2-TZVPD RIJCOSX def2/J DEFGRID3
* xyz 1 1
Tl 1.628 -0.312 0.351
O 4.677 3.204 -1.065
C 4.085 2.158 -0.899
N 2.969 2.057 -0.085
C 2.090 2.997 0.059
C 1.926 4.066 -0.892
C 1.073 5.078 -0.646
C 0.251 5.105 0.537
C 0.287 4.105 1.436
C 1.214 3.011 1.281
N 1.366 2.083 2.163
C 0.932 2.230 3.474
O 0.915 3.306 4.032
C 0.630 0.979 4.261
C 0.236 1.151 5.584
C -0.011 0.030 6.358
C 0.166 -1.221 5.791
C 0.579 -1.294 4.469
N 0.792 -0.221 3.716
C 4.667 0.888 -1.477
C 5.629 1.023 -2.471
C 6.224 -0.118 -2.984
C 5.844 -1.351 -2.480
C 4.861 -1.389 -1.501
N 4.285 -0.297 -1.016
H 2.535 4.054 -1.785
H 0.992 5.895 -1.352
H -0.405 5.951 0.689
H -0.343 4.109 2.313
H 0.141 2.155 5.973
H -0.327 0.134 7.387
H -0.010 -2.126 6.355
H 0.756 -2.254 3.996
H 5.899 2.011 -2.816
H 6.976 -0.042 -3.758
H 6.296 -2.267 -2.834
H 4.517 -2.332 -1.090
F -3.575 -6.575 1.090
C -3.139 -5.335 0.961
C -3.979 -4.269 1.228
F -5.219 -4.492 1.638
C -3.518 -2.973 1.072
F -4.367 -1.994 1.378
C -2.225 -2.681 0.651
P -1.594 -0.955 0.341
C -2.028 -0.132 1.917
C -2.227 1.249 1.905
C -2.498 1.928 3.084
C -2.548 1.239 4.287
C -2.303 -0.126 4.310
C -2.035 -0.809 3.134
C -2.793 -0.182 -0.823
C -4.110 0.169 -0.517
C -4.880 0.854 -1.443
C -4.350 1.223 -2.672
C -3.038 0.898 -2.974
C -2.267 0.202 -2.055
C -1.380 -3.778 0.454
Br 0.476 -3.588 0.093
C -1.830 -5.083 0.590
F -1.007 -6.105 0.381
H -2.191 1.791 0.966
H -2.688 2.994 3.063
H -2.784 1.763 5.204
H -2.329 -0.664 5.249
H -1.845 -1.875 3.164
H -4.539 -0.061 0.445
H -5.901 1.114 -1.196
H -4.954 1.778 -3.378
H -2.607 1.198 -3.921
H -1.239 -0.027 -2.284
N 1.938 0.407 -4.506
C 1.801 0.679 -3.185
N 1.159 -0.245 -2.526
C 0.816 -1.198 -3.483
C 0.038 -2.350 -3.384
C -0.198 -3.072 -4.536
C 0.317 -2.668 -5.776
C 1.075 -1.523 -5.900
C 1.308 -0.798 -4.737
H 2.412 0.970 -5.190
H 2.163 1.593 -2.744
H -0.396 -2.643 -2.439
H -0.809 -3.963 -4.493
H 0.096 -3.256 -6.656
H 1.447 -1.187 -6.859
*
```

Results
HOMO level = -10.697 eV
gap between HOMO and LUMO = 0.213 hartree

=====

[5]
Entry from the OMol25 dataset: C31H47BrMoN2P2 as an isolated structure (the ωB97M-V functional and the def2-TZVPD basis).

Structure (ORCA input):
```
! wB97M-V def2-TZVPD RIJCOSX def2/J DEFGRID3
* xyz 4 3
N -5.269 3.263 -3.578
C -5.198 3.501 -2.268
C -4.367 2.790 -1.395
C -3.469 1.807 -1.902
C -3.597 1.536 -3.297
C -4.547 2.249 -4.067
C -2.360 1.205 -1.138
Mo -0.289 0.272 0.061
P 3.147 -0.401 0.371
C -1.066 1.026 -1.772
C 0.072 1.952 -1.402
C 1.305 1.944 -2.134
C 2.103 3.084 -2.158
C 1.825 4.224 -1.372
C 0.692 4.192 -0.542
C -0.138 3.034 -0.473
Br 3.112 5.558 -1.011
H -2.485 1.118 -0.022
H -1.037 0.627 -2.788
H -4.384 3.035 -0.317
H -2.969 0.781 -3.798
H -5.831 4.321 -1.900
H -4.715 2.070 -5.128
H 1.520 1.038 -2.686
H -1.085 3.027 0.054
H 3.072 3.101 -2.653
H 0.487 5.065 0.076
P -1.041 -1.982 -0.467
C 3.158 1.357 0.736
C 4.544 1.977 0.447
H 2.856 1.557 1.777
H 2.402 1.810 0.076
H 4.558 3.013 0.798
H 5.353 1.432 0.949
H 4.777 2.002 -0.625
C 2.901 -0.636 -1.388
C 4.011 -1.501 -2.004
H 2.899 0.347 -1.872
H 1.907 -1.067 -1.574
H 3.795 -1.711 -3.061
H 4.969 -0.967 -1.941
H 4.114 -2.456 -1.472
C 2.224 -1.473 1.456
C 3.157 -1.935 2.588
H 1.819 -2.330 0.904
H 1.388 -0.883 1.865
H 2.694 -2.685 3.237
H 4.081 -2.364 2.177
H 3.416 -1.073 3.213
C -0.883 -2.867 1.118
C -1.285 -4.333 1.204
H -1.433 -2.298 1.875
H 0.163 -2.762 1.418
H -2.369 -4.454 1.157
H -0.841 -4.952 0.424
H -0.960 -4.749 2.164
C 0.012 -2.835 -1.716
C 0.075 -2.027 -3.016
H -0.373 -3.856 -1.901
H 1.017 -2.958 -1.265
H -0.913 -1.914 -3.479
H 0.469 -1.011 -2.863
H 0.725 -2.506 -3.756
C -2.804 -2.131 -1.051
C -3.873 -1.716 -0.049
H -3.005 -3.143 -1.433
H -2.851 -1.470 -1.928
H -4.170 -0.676 -0.212
H -4.774 -2.328 -0.173
H -3.551 -1.807 0.994
N -0.801 1.357 1.992
C -0.471 0.606 3.212
C 0.775 0.819 3.788
C 1.227 -0.094 4.740
C 0.397 -1.142 5.162
C -0.915 -1.270 4.649
C -1.359 -0.389 3.638
H -0.397 2.292 2.059
H -1.820 1.535 1.977
H 1.394 1.658 3.452
H 2.245 0.010 5.126
H 0.777 -1.859 5.901
H -1.583 -2.058 5.006
H -2.357 -0.520 3.204
*
```

Results
HOMO level (alpha / beta) = -19.718 / -19.989 eV
gap between HOMO and LUMO (alpha / beta) = 0.203 / 0.217 hartree

=====

[6]
Entry from the OMol25 dataset: a 21-piece molecular cluster, C29H84Cl2FN3O24P2S overall (the ωB97M-V functional and the def2-TZVPD basis).

Structure (ORCA input):
```
! wB97M-V def2-TZVPD RIJCOSX def2/J DEFGRID3
* xyz 0 1
C -5.323 6.651 -5.602
C -5.510 5.222 -4.939
O -5.634 4.278 -5.698
N -5.531 5.094 -3.486
C -4.542 4.081 -3.024
C -5.022 3.409 -1.679
C -4.178 2.103 -1.286
C -2.636 2.298 -1.558
C -1.710 1.675 -0.430
N -2.280 0.738 0.361
C -1.334 0.343 1.314
C -1.791 -0.716 2.303
C -3.261 -1.282 2.116
C -3.364 -2.177 0.835
F -2.883 -3.511 0.989
C -0.893 -1.214 3.358
P -1.611 -2.566 4.465
O -2.303 -3.676 3.685
C 0.535 -0.698 3.526
C 1.482 -1.226 4.657
Cl 0.701 -1.090 6.332
C 2.116 -2.659 4.364
C 2.242 -3.507 5.709
Cl 1.330 -3.589 3.017
C 0.974 0.325 2.559
C 2.447 0.901 2.601
C 3.277 0.133 1.488
C 4.842 0.352 1.560
C 5.480 -0.024 0.130
C 4.749 -1.218 -0.610
C 5.643 -1.989 -1.674
C 5.021 -1.843 -3.136
C 4.475 -3.218 -3.731
O 5.181 -3.442 -4.995
C 4.632 -4.507 -5.688
C 4.694 -4.612 -7.259
O 4.095 -5.432 -5.098
C 0.054 0.837 1.464
N 0.593 1.781 0.585
C -0.279 2.206 -0.360
P 0.328 3.505 -1.603
S -0.207 5.317 -1.152
H -6.005 6.719 -6.496
H -4.249 6.850 -5.871
H -5.645 7.452 -4.872
H -6.474 4.911 -3.135
H -4.246 3.330 -3.811
H -3.597 4.660 -2.770
H -4.824 4.138 -0.838
H -6.125 3.180 -1.723
H -4.448 1.879 -0.224
H -4.531 1.295 -1.999
H -2.299 1.942 -2.577
H -2.420 3.409 -1.529
H -3.682 -1.728 3.048
H -3.886 -0.363 1.902
H -2.699 -1.691 0.055
H -4.391 -2.210 0.372
H -2.609 -1.915 5.264
H -0.602 -3.178 5.262
H 2.355 -0.513 4.721
H 3.190 -2.489 4.047
H 2.883 -4.413 5.486
H 2.829 -2.925 6.480
H 1.253 -3.861 6.097
H 2.386 1.990 2.293
H 2.896 0.892 3.626
H 2.933 0.550 0.490
H 2.958 -0.945 1.488
H 5.248 -0.424 2.274
H 5.124 1.403 1.854
H 5.386 0.883 -0.550
H 6.596 -0.196 0.232
H 3.805 -0.802 -1.072
H 4.453 -1.977 0.176
H 6.738 -1.742 -1.632
H 5.565 -3.092 -1.420
H 5.843 -1.495 -3.826
H 4.158 -1.132 -3.192
H 4.584 -4.083 -3.027
H 3.382 -3.138 -4.004
H 5.743 -4.492 -7.658
H 4.003 -3.850 -7.713
H 4.369 -5.646 -7.560
H -0.271 3.137 -2.855
H 1.743 3.315 -1.723
O -2.866 -1.284 7.355
H -3.266 -0.529 7.803
H -1.926 -1.062 7.318
O 1.654 -2.871 -2.065
H 1.037 -3.076 -1.350
H 1.527 -3.591 -2.695
O -0.072 -0.389 -2.477
H 0.457 -1.202 -2.399
H -0.981 -0.695 -2.370
O 2.939 0.842 -3.207
H 1.996 0.635 -3.227
H 3.168 0.967 -4.134
O -6.061 -0.813 2.833
H -6.054 -0.806 3.797
H -6.887 -1.258 2.609
O 1.436 2.095 -4.945
H 0.767 1.846 -5.594
H 0.942 2.515 -4.238
O 5.371 -1.986 5.197
H 5.060 -1.114 5.467
H 6.321 -1.954 5.357
O -3.422 -4.358 8.308
H -3.610 -3.413 8.364
H -3.293 -4.515 7.364
O 5.692 0.127 7.285
H 4.769 -0.150 7.304
H 6.001 -0.031 8.185
O 4.434 -3.889 2.169
H 4.967 -4.688 2.245
H 3.525 -4.198 2.286
O -3.403 7.641 -2.650
H -3.910 6.857 -2.895
H -4.066 8.339 -2.590
O -1.389 -3.268 -1.432
H -1.917 -3.461 -0.642
H -1.593 -3.995 -2.034
O -3.858 -2.432 -3.069
H -4.787 -2.692 -3.065
H -3.565 -2.590 -2.163
O -8.316 3.199 -4.505
H -8.975 3.897 -4.588
H -7.629 3.446 -5.139
O -6.753 4.001 0.912
H -7.678 3.731 0.929
H -6.449 3.851 1.815
O -2.424 1.686 4.387
H -2.610 2.630 4.446
H -2.288 1.531 3.444
O -1.790 9.562 -4.479
H -1.156 9.190 -5.101
H -1.865 8.888 -3.789
O 6.693 -3.058 -9.497
H 7.234 -2.606 -8.839
H 7.021 -2.723 -10.339
O 8.088 0.982 5.415
H 7.573 0.775 6.206
H 7.888 0.261 4.809
O -4.580 -4.909 5.108
H -5.043 -5.751 5.033
H -4.095 -4.827 4.273
*
```

Results
HOMO level = -8.890 eV
gap between HOMO and LUMO = 0.286 hartree

=====

[7]
Entry from the OMol25 dataset: one molecule with the formula C2H8NP (the ωB97M-V functional and the def2-TZVPD basis).

Structure (ORCA input):
```
! wB97M-V def2-TZVPD RIJCOSX def2/J DEFGRID3
* xyz 0 1
C -0.797 0.871 -0.964
C 1.479 0.291 0.967
N -0.633 -1.383 0.283
P 0.424 -0.466 -0.708
H -1.725 0.463 -1.424
H -0.470 1.551 -1.816
H -1.213 1.492 -0.228
H 0.945 -0.443 1.592
H 1.213 1.367 1.030
H 2.518 0.217 0.845
H -1.520 -1.718 -0.231
H -0.223 -2.243 0.654
*
```

Results
energy above the lowest of the compared OMol25 structures with the same formula, charge and spin = 2.25 kcal per mole
HOMO level = -8.005 eV
gap between HOMO and LUMO = 0.340 hartree
structure (SMILES) = CP(C)N

=====

[8]
Entry from the OMol25 dataset: one molecule with the formula C5H5N (the ωB97M-V functional and the def2-TZVPD basis).

Structure (ORCA input):
```
! wB97M-V def2-TZVPD RIJCOSX def2/J DEFGRID3
* xyz 0 1
C -0.192 1.176 0.027
C -1.260 0.287 0.111
C -0.970 -1.070 -0.014
N 0.257 -1.573 0.122
C 1.268 -0.707 0.106
C 1.086 0.652 -0.129
H -0.331 2.254 0.064
H -2.291 0.616 0.218
H -1.742 -1.780 -0.299
H 2.267 -1.107 0.271
H 1.914 1.257 -0.479
*
```

Results
energy above the lowest of the compared OMol25 structures with the same formula, charge and spin = 7.17 kcal per mole
HOMO level = -9.458 eV
gap between HOMO and LUMO = 0.383 hartree
structure (SMILES) = c1ccncc1

=====

Looking at E for the records above, in order, we have -3284.78329 -555.87994 -364.86798 -5621.54193 -4642.11466 -5226.42737 -477.06702 -248.26362 Ha.